No. 1
ORCA calculation (ωB97M-V/def2-TZVPD) on a molecular structure, C34H57N4OP2Sn.

The geometry in XYZ format:
```
99
Properties=species:S:1:pos:R:3
C 2.01 -1.40 -0.97
C 1.37 0.64 -1.95
C 2.98 -1.56 -1.96
C 2.14 0.35 -3.12
C 3.01 -0.73 -3.09
H 3.61 -2.43 -1.86
H 2.13 1.11 -3.90
H 3.75 -0.91 -3.88
N 1.28 -0.28 -0.92
P 0.08 -2.72 0.75
P -0.03 2.42 -0.29
C 1.80 -2.49 0.05
H 2.04 -3.47 -0.40
H 2.50 -2.37 0.90
C -2.58 -0.22 2.73
O -3.44 -0.48 3.42
C 0.77 1.91 -1.79
H 0.67 2.49 -2.71
C -1.89 3.31 -0.30
C 1.46 3.64 0.04
C -0.78 -3.87 -0.59
C 0.41 -3.57 2.43
C -3.00 2.41 0.27
H -2.93 2.28 1.36
H -3.98 2.87 0.07
H -3.00 1.42 -0.20
C -1.90 4.60 0.53
H -1.64 4.40 1.58
H -1.24 5.38 0.14
H -2.92 5.02 0.54
C -2.23 3.55 -1.76
H -3.16 4.13 -1.87
H -1.44 4.07 -2.31
H -2.43 2.59 -2.25
C 1.36 4.22 1.45
H 1.39 3.42 2.21
H 2.24 4.88 1.58
H 0.45 4.83 1.60
C 2.77 2.83 -0.05
H 2.69 1.91 0.57
H 3.01 2.54 -1.08
H 3.61 3.43 0.34
C 1.35 4.68 -1.09
H 1.29 4.19 -2.08
H 0.46 5.34 -0.98
H 2.27 5.28 -1.10
C -0.94 -3.96 3.03
H -0.77 -4.38 4.04
H -1.60 -3.09 3.15
H -1.47 -4.72 2.44
C 1.11 -2.59 3.39
H 2.13 -2.34 3.07
H 0.54 -1.66 3.53
H 1.19 -3.08 4.38
C 1.32 -4.80 2.26
H 2.26 -4.56 1.75
H 1.58 -5.18 3.26
H 0.83 -5.61 1.72
C -0.36 -3.37 -1.98
H 0.69 -3.59 -2.22
H -0.97 -3.88 -2.75
H -0.55 -2.29 -2.07
C -2.30 -3.73 -0.43
H -2.62 -2.69 -0.48
H -2.77 -4.29 -1.26
H -2.64 -4.19 0.51
C -0.40 -5.35 -0.45
H 0.69 -5.53 -0.49
H -0.81 -5.80 0.46
H -0.84 -5.90 -1.30
Sn -0.24 0.01 0.88
N -2.11 -0.35 -1.40
C -2.69 -0.45 -2.42
C -2.74 -0.07 -3.88
C -1.82 1.12 -4.31
C -2.11 -1.28 -4.53
C -4.21 0.28 -4.18
H -2.06 2.11 -3.88
H -0.75 0.92 -4.11
H -1.88 1.27 -5.41
H -2.47 -2.23 -4.12
H -2.12 -1.32 -5.62
H -1.05 -1.26 -4.24
H -4.41 0.82 -5.11
H -4.84 -0.62 -4.15
H -4.62 0.93 -3.37
N 3.41 1.86 6.01
C 2.71 1.49 4.91
C 3.36 0.97 3.77
C 2.61 0.62 2.65
N 1.25 0.76 2.59
C 0.63 1.28 3.70
C 1.30 1.61 4.86
H 4.42 1.78 6.05
H 2.96 2.24 6.83
H 4.44 0.85 3.76
H 3.12 0.22 1.77
H -0.46 1.41 3.63
H 0.75 1.98 5.72
```

Results
- Lowest unoccupied orbital energy (spin up / spin down): -10.33 / -9.82 eV
- Charge: +3
- Orbital gap (spin up / spin down): 5.9 / 5.8 eV

=====

No. 2
ORCA calculation (ωB97M-V/def2-TZVPD) on a molecular structure, C34H58CrF3NP2SeSi4.

The geometry in XYZ format:
```
104
Properties=species:S:1:pos:R:3
Cr -0.04 0.49 -1.29
C 3.01 0.21 -3.27
P 2.35 0.68 -1.64
C 3.50 -0.15 -0.51
C 2.87 2.44 -1.55
C 4.20 2.84 -1.46
C 4.54 4.18 -1.33
C 3.54 5.14 -1.29
C 2.21 4.76 -1.41
C 1.87 3.42 -1.55
P 0.17 2.86 -1.93
C -0.91 4.19 -1.32
C 0.17 3.22 -3.74
H 4.09 0.36 -3.31
H 2.54 0.81 -4.05
H 2.77 -0.83 -3.46
H 4.53 0.14 -0.71
H 3.40 -1.23 -0.66
H 3.24 0.08 0.51
H 4.99 2.10 -1.49
H 5.58 4.47 -1.24
H 3.79 6.19 -1.16
H 1.44 5.53 -1.40
H -0.69 5.14 -1.81
H -0.80 4.30 -0.24
H -1.95 3.93 -1.51
H 0.70 4.15 -3.94
H -0.85 3.31 -4.12
H 0.66 2.40 -4.27
F -6.78 0.99 -0.29
C -6.40 0.51 -1.48
F -6.93 1.29 -2.43
F -6.90 -0.72 -1.62
C -4.88 0.49 -1.57
C -4.20 1.38 -2.37
C -2.81 1.34 -2.35
N -2.12 0.50 -1.59
C -2.79 -0.39 -0.87
C -4.18 -0.43 -0.83
H -4.71 2.09 -3.00
H -2.24 1.99 -3.00
H -2.19 -1.08 -0.31
H -4.68 -1.18 -0.22
C -3.17 -0.52 2.43
Si -2.00 0.95 2.28
C -2.03 1.63 4.03
C -2.87 2.30 1.27
Si 0.13 0.51 1.33
Si 1.37 2.13 2.49
C 1.41 2.05 4.37
C 3.20 2.22 2.08
C 0.69 3.84 2.07
Si 0.64 -1.55 2.31
C 2.29 -2.31 1.85
C 0.60 -1.53 4.19
C -0.64 -2.81 1.77
H -4.20 -0.16 2.45
H -2.97 -1.02 3.39
H -3.09 -1.29 1.66
H -3.07 1.68 4.38
H -1.61 2.64 4.09
H -1.48 0.99 4.72
H -3.95 2.28 1.43
H -2.69 2.22 0.20
H -2.51 3.29 1.59
H 1.85 1.12 4.73
H 0.43 2.14 4.83
H 2.03 2.88 4.73
H 3.73 1.30 2.34
H 3.63 3.03 2.67
H 3.39 2.43 1.03
H -0.39 3.90 2.21
H 0.92 4.10 1.03
H 1.16 4.59 2.72
H 3.15 -1.65 2.03
H 2.31 -2.62 0.80
H 2.43 -3.21 2.47
H 1.37 -0.88 4.61
H 0.76 -2.54 4.58
H -0.37 -1.18 4.56
H -0.85 -2.70 0.71
H -1.57 -2.70 2.34
H -0.26 -3.83 1.93
C 0.22 -7.72 -0.55
C 0.18 -6.27 -0.97
C -1.02 -5.60 -1.14
C -1.08 -4.26 -1.54
C -2.44 -3.65 -1.68
C 0.12 -3.56 -1.78
Se 0.09 -1.76 -2.46
C 1.34 -4.24 -1.64
C 2.67 -3.60 -1.94
C 1.35 -5.57 -1.23
H -0.77 -8.07 -0.27
H 0.89 -7.87 0.30
H 0.58 -8.35 -1.37
H -1.95 -6.13 -0.96
H -3.18 -4.41 -1.93
H -2.45 -2.88 -2.46
H -2.76 -3.19 -0.74
H 2.60 -2.52 -1.91
H 3.01 -3.88 -2.95
H 3.43 -3.94 -1.24
H 2.30 -6.08 -1.12
```

Results
- Lowest unoccupied orbital energy (spin up / spin down): -0.22 / -0.36 eV
- Spin multiplicity: 5
- Orbital gap (spin up / spin down): 6.1 / 6.6 eV

=====

No. 3
ORCA calculation (ωB97M-V/def2-TZVPD) on a molecular structure, C34H59BHfN10P2S2Si4Te.

The geometry in XYZ format:
```
114
Properties=species:S:1:pos:R:3
Hf -1.42 -2.54 -0.80
C 2.61 -2.91 0.54
C 1.81 -2.71 -0.59
N 0.53 -3.14 -0.38
N 0.51 -3.64 0.97
C 1.74 -3.52 1.47
B -0.74 -4.24 1.69
N -1.70 -3.11 2.13
C -2.61 -3.18 3.12
C -3.71 -2.33 2.84
C -3.36 -1.76 1.61
N -2.13 -2.19 1.19
N -1.44 -5.08 0.61
C -1.51 -6.42 0.51
C -2.43 -6.74 -0.55
C -2.90 -5.49 -1.01
N -2.25 -4.47 -0.34
H 3.65 -2.68 0.69
H 2.06 -2.24 -1.56
H 1.82 -3.87 2.50
H -0.44 -4.87 2.69
H -2.43 -3.86 3.94
H -4.58 -2.22 3.42
H -3.99 -1.06 1.09
H -0.91 -6.98 1.22
H -2.68 -7.73 -0.91
H -3.72 -5.27 -1.70
C 2.63 -1.56 -4.45
P 1.17 -0.73 -3.68
C 0.28 -0.35 -5.25
C 1.89 0.92 -3.43
C 3.27 0.97 -3.13
C 3.92 2.18 -3.11
C 3.28 3.38 -3.49
C 1.89 3.34 -3.66
C 1.16 2.14 -3.55
P -0.62 2.15 -3.21
C -1.36 2.96 -4.73
C -0.63 3.67 -2.17
H 3.29 -2.01 -3.70
H 3.19 -0.81 -5.03
H 2.34 -2.39 -5.09
H 0.85 0.28 -5.94
H -0.67 0.11 -5.02
H -0.01 -1.32 -5.71
H 3.82 0.09 -2.74
H 4.93 2.20 -2.76
H 3.85 4.35 -3.51
H 1.29 4.24 -3.92
H -2.46 2.80 -4.64
H -1.03 2.52 -5.68
H -1.14 4.01 -4.74
H -0.19 4.54 -2.69
H -0.12 3.51 -1.21
H -1.71 3.88 -1.98
N 0.12 -5.13 -2.88
C -0.80 -4.35 -3.52
N -1.30 -3.24 -2.95
C -2.14 -2.55 -3.84
C -2.28 -3.19 -5.04
S -1.43 -4.68 -5.11
C -2.93 -1.51 -3.26
C -4.12 -0.98 -3.69
S -4.87 0.01 -2.49
C -3.34 -0.02 -1.61
N -2.47 -1.03 -2.00
N -3.05 0.99 -0.76
H 0.56 -4.72 -2.07
H 0.60 -5.87 -3.39
H -2.68 -2.73 -5.95
H -4.59 -1.14 -4.66
H -3.78 1.65 -0.53
H -2.15 1.01 -0.29
C 3.20 -0.19 3.68
Si 1.56 0.59 4.24
C 1.96 1.56 5.82
C 0.41 -0.87 4.72
Si 0.54 1.78 2.46
Te 0.05 0.86 0.20
Si 2.28 3.44 2.03
C 3.10 4.15 3.59
C 3.76 2.59 1.11
C 1.64 4.87 0.94
Si -1.33 2.89 3.44
C -2.26 3.92 2.11
C -0.79 4.02 4.84
C -2.50 1.63 4.29
H 3.38 -0.95 4.47
H 4.06 0.51 3.71
H 3.17 -0.77 2.68
H 3.07 1.51 5.99
H 1.46 1.09 6.71
H 1.60 2.61 5.79
H 1.03 -1.79 4.89
H -0.24 -1.12 3.88
H -0.24 -0.72 5.63
H 3.46 3.34 4.24
H 2.40 4.73 4.22
H 3.97 4.76 3.23
H 4.64 2.66 1.79
H 4.03 3.21 0.23
H 3.60 1.54 0.81
H 0.58 4.76 0.62
H 2.21 4.94 0.03
H 1.71 5.86 1.42
H -2.00 5.01 2.07
H -3.37 3.82 2.22
H -2.04 3.51 1.11
H 0.21 4.56 4.65
H -0.77 3.46 5.79
H -1.56 4.80 4.94
H -2.60 0.74 3.66
H -3.52 2.03 4.41
H -2.11 1.35 5.28
```

Results
- Lowest unoccupied orbital energy: -6.03 eV
- Charge: +2
- Orbital gap: 5.0 eV